Model i:
The following is a DFT calculation (ωB97M-V/def2-TZVPD) of one molecule with the formula C6H10N2O2.

Results
E_HOMO	-7.58	eV
multiplicity	1
M	142.2	g/mol

Last column: natural (NBO) charge in e.
Cartesian coordinates (Å):
O: -0.63 2.29 0.68  -0.4058
O: 0.02 0.22 -2.25  -0.5790
N: 0.80 0.47 -1.06  -0.2264
N: 1.52 -1.64 -0.01  -0.4952
C: 2.12 0.99 -1.41  -0.4250
C: -0.58 -0.58 2.26  -0.5859
C: -0.67 -0.24 0.78  -0.3547
C: -0.61 1.15 0.54  0.9083
C: 0.79 -0.71 -0.16  0.2864
C: -1.86 -0.94 0.09  -0.5814
H: 2.63 0.30 -2.09  0.2156
H: 0.13 0.06 2.79  0.2204
H: 1.99 1.97 -1.87  0.1923
H: 2.72 1.10 -0.51  0.2245
H: -1.69 -2.01 0.19  0.2369
H: -1.55 -0.50 2.76  0.2101
H: -2.81 -0.69 0.56  0.2044
H: -1.89 -0.70 -0.97  0.2388
H: -0.22 1.08 -2.61  0.4639
H: -0.22 -1.61 2.31  0.2514


Model ii:
The following is a DFT calculation (ωB97M-V/def2-TZVPD) of C6H10N2O2 as an isolated structure.

Results
E_HOMO	-9.49	eV
multiplicity	1
M	142.2	g/mol

Last column: natural (NBO) charge in e.
Cartesian coordinates (Å):
O: 0.24 1.88 -0.68  -0.5806
O: -0.63 -2.17 0.90  -0.5730
N: -0.50 0.21 0.89  -0.5044
N: -0.63 -0.48 -0.88  -0.4694
C: -0.18 0.71 -0.38  0.8177
C: -0.58 -1.01 0.41  0.8134
C: 0.23 2.23 2.50  -0.5719
C: -0.59 -0.92 -2.24  -0.2398
C: 0.77 -1.54 -2.63  -0.6452
C: -0.15 0.61 2.29  -0.2019
H: 1.02 -0.30 2.55  0.1325
H: 1.25 -2.10 -1.76  0.2247
H: -1.41 -1.60 -2.50  0.2196
H: -0.55 -0.06 -2.82  0.2273
H: -0.87 -0.07 2.90  0.2524
H: 1.49 -0.68 -3.08  0.2203
H: 0.66 2.37 3.30  0.1912
H: 0.76 -2.47 -3.37  0.2278
H: -0.82 2.44 2.82  0.2088
H: 0.50 2.96 1.78  0.2506


Model iii:
The following is a DFT calculation (ωB97M-V/def2-TZVPD) of a 2-piece molecular cluster, C6H10N2O2 overall.

Results
E_HOMO (spin up / spin down)	-8.00 / -7.99	eV
multiplicity	1
M	142.2	g/mol

Last column: natural (NBO) charge in e.
Cartesian coordinates (Å):
O: 2.13 -1.23 -1.82  -0.6320
O: 0.85 -0.98 0.69  -0.7110
N: -1.99 0.69 -1.76  -0.4465
N: 0.03 -0.17 -1.73  -0.3876
C: 0.13 -0.04 1.24  0.0042
C: -2.04 -0.63 -2.18  -0.0411
C: 0.57 1.09 2.32  -0.6459
C: -0.85 -1.19 -2.23  -0.1330
C: -0.74 0.95 -1.53  0.2162
C: 1.36 -0.25 -1.41  0.5700
H: 1.97 0.54 -1.06  0.2200
H: -0.34 1.39 2.62  0.2040
H: -0.42 0.59 0.38  0.0947
H: 1.17 1.72 1.74  0.1855
H: 1.86 -1.99 -2.31  0.5147
H: -2.90 -1.23 -2.50  0.2182
H: -0.68 -2.20 -2.54  0.2320
H: -0.26 1.81 -1.31  0.2067
H: 1.14 0.56 3.08  0.2047
H: -0.77 -0.61 1.75  0.1261


So which one wins? Going from most stable to least: model ii, model iii, model i.


Model i:
The following is a DFT calculation (ωB97M-V/def2-TZVPD) of C3H11O5 as an isolated structure.

Results
E_HOMO	-5.26	eV
multiplicity	1
net charge	-1
M	127.1	g/mol

Last column: natural (NBO) charge in e.
Cartesian coordinates (Å):
O: -1.74 1.40 2.24  -0.9715
O: 0.43 -1.08 2.67  -1.0036
O: 0.97 1.40 -1.37  -0.7811
O: 1.55 0.26 -3.21  -0.7034
O: 0.93 0.90 0.99  -1.0946
C: -1.10 -0.75 -1.41  -0.6114
C: 1.05 0.33 -2.09  0.7891
C: 0.42 -0.94 -1.49  -0.5214
H: -1.32 1.37 3.11  0.4571
H: 1.00 1.20 -0.10  0.5017
H: 0.84 -1.16 -0.51  0.2161
H: -0.95 1.18 1.71  0.4992
H: 0.71 -1.76 -2.15  0.1988
H: -0.33 -1.58 2.37  0.4520
H: 1.46 1.54 1.48  0.4589
H: -1.25 0.19 -0.88  0.2215
H: 0.54 -0.39 1.96  0.5051
H: -1.48 -0.64 -2.43  0.1963
H: -1.74 -1.48 -0.91  0.1913


Model ii:
The following is a DFT calculation (ωB97M-V/def2-TZVPD) of a 4-piece molecular cluster, C3H11O5 overall.

Results
E_HOMO	-4.86	eV
multiplicity	1
net charge	-1
M	127.1	g/mol

Last column: natural (NBO) charge in e.
Cartesian coordinates (Å):
O: 2.03 0.02 -2.02  -1.0008
O: 2.04 -1.24 0.11  -1.0374
O: -2.21 -0.25 -0.42  -0.8236
O: -3.13 0.56 1.40  -0.7010
O: -0.07 -1.05 -1.40  -1.0386
C: -0.83 0.49 1.55  -0.5408
C: -2.17 0.22 0.80  0.7879
C: -0.07 1.39 0.67  -0.6429
H: 2.38 -0.51 -1.34  0.4791
H: -1.06 1.05 2.44  0.2133
H: 1.16 -1.07 -0.41  0.5134
H: 1.01 1.15 0.70  0.2287
H: -0.28 -0.43 1.76  0.1912
H: -1.05 -0.75 -1.09  0.5215
H: -0.10 1.26 -0.55  0.2200
H: -0.53 2.50 0.64  0.2047
H: -0.12 -1.90 -1.84  0.4726
H: 1.87 -1.46 1.00  0.4669
H: 1.10 0.03 -1.99  0.4859


So which one wins? Going from most stable to least: model i, model ii.


Model i:
The following is a DFT calculation (ωB97M-V/def2-TZVPD) of a 4-piece molecular cluster, C8H24O4 overall.

Results
E_HOMO	-9.53	eV
SMILES	CCO.CCO.CCO.CCO
multiplicity	1
M	184.3	g/mol

Last column: natural (NBO) charge in e.
Cartesian coordinates (Å):
O: 1.29 0.14 -0.46  -0.7659
O: 0.32 2.50 0.64  -0.7521
O: -5.35 1.51 0.05  -0.7340
O: 3.32 -0.78 -2.25  -0.7525
C: 0.47 -2.16 -0.43  -0.6304
C: 3.96 -2.06 -2.23  -0.0640
C: 0.28 -0.74 -0.96  -0.0609
C: -0.31 2.17 1.87  -0.0580
C: -4.53 0.86 1.03  -0.0650
C: -3.86 -0.32 0.42  -0.6292
C: 4.80 -2.19 -0.99  -0.6320
C: -1.06 3.38 2.37  -0.6204
H: -3.20 -0.02 -0.40  0.2036
H: 5.51 -1.36 -0.93  0.2156
H: 0.60 1.67 0.23  0.5003
H: -1.91 3.61 1.73  0.1977
H: -0.23 -2.84 -0.93  0.2092
H: 3.19 -2.85 -2.22  0.1622
H: -0.69 -0.35 -0.65  0.1783
H: -4.59 -1.03 0.03  0.2136
H: 0.44 1.87 2.61  0.1526
H: -3.80 1.58 1.41  0.1648
H: 0.29 -2.21 0.64  0.2100
H: 2.11 -0.09 -0.90  0.5060
H: 4.19 -2.05 -0.09  0.2127
H: -3.21 -0.87 1.11  0.2072
H: 1.49 -2.51 -0.62  0.1982
H: 3.35 -0.46 -3.16  0.4857
H: -5.19 0.55 1.84  0.1671
H: 0.34 -0.78 -2.05  0.1621
H: 4.57 -2.22 -3.12  0.1689
H: -0.42 4.26 2.37  0.2131
H: -5.00 2.38 -0.15  0.4715
H: 5.28 -3.16 -0.94  0.2175
H: -1.42 3.21 3.39  0.2039
H: -1.03 1.36 1.73  0.1426


Model ii:
The following is a DFT calculation (ωB97M-V/def2-TZVPD) of a 4-piece molecular cluster, C8H24O4 overall.

Results
E_HOMO	-9.56	eV
SMILES	CCO.CCO.CCO.CCO
multiplicity	1
M	184.3	g/mol

Last column: natural (NBO) charge in e.
Cartesian coordinates (Å):
O: -15.49 -47.58 -12.28  -0.7378
O: -18.58 -49.46 -9.83  -0.6955
O: -19.13 -47.06 -8.43  -0.7050
O: -17.22 -51.23 -7.99  -0.7253
C: -20.63 -45.73 -7.15  -0.6277
C: -20.06 -49.24 -11.71  -0.6266
C: -16.25 -52.20 -8.16  -0.0656
C: -20.43 -46.93 -8.09  -0.0501
C: -19.21 -50.20 -10.81  -0.0821
C: -16.41 -46.51 -10.41  -0.6224
C: -16.47 -52.78 -9.57  -0.6470
C: -16.57 -46.75 -11.86  -0.0620
H: -15.24 -51.76 -8.14  0.1741
H: -15.48 -47.67 -13.33  0.4627
H: -17.95 -51.71 -7.46  0.4743
H: -16.29 -45.75 -12.35  0.1491
H: -15.33 -46.09 -10.08  0.2017
H: -18.14 -50.11 -9.60  0.4650
H: -15.80 -53.56 -9.96  0.2159
H: -21.27 -46.81 -8.89  0.1320
H: -20.65 -47.88 -7.59  0.1414
H: -16.27 -52.94 -7.29  0.1641
H: -17.43 -47.17 -12.22  0.1666
H: -19.94 -45.73 -6.24  0.2139
H: -17.45 -53.09 -9.55  0.1949
H: -16.30 -47.43 -9.78  0.2206
H: -21.69 -45.72 -6.79  0.2063
H: -20.38 -49.82 -12.68  0.2090
H: -20.96 -48.74 -11.17  0.2024
H: -19.01 -47.74 -8.91  0.4753
H: -20.47 -44.87 -7.89  0.2085
H: -19.56 -48.34 -11.97  0.2083
H: -18.37 -50.37 -11.56  0.1557
H: -17.07 -45.84 -10.05  0.2198
H: -19.78 -51.01 -10.61  0.1671
H: -16.31 -52.12 -10.45  0.2188


So which one wins? Going from most stable to least: model i, model ii.


Model i:
The following is a DFT calculation (ωB97M-V/def2-TZVPD) of a 2-piece molecular cluster, C4H12 overall.

Results
E_HOMO (spin up / spin down)	1.57 / -7.74	eV
<S²>	0.75
multiplicity	2
net charge	-1
M	60.1	g/mol

Last column: natural (NBO) charge in e.
Cartesian coordinates (Å):
C: 2.43 -0.32 -1.17  -0.7429
C: -1.65 -0.19 0.27  -0.9413
C: -2.26 -0.34 1.68  -0.7662
C: 1.49 0.86 -0.79  -0.8408
H: 1.97 -0.87 -1.99  0.1974
H: -1.13 -1.06 -0.12  0.1871
H: -2.49 0.07 -0.39  0.1792
H: 1.19 0.67 0.25  0.1974
H: -1.52 -0.05 2.42  0.1914
H: -3.06 0.39 1.82  0.1854
H: 2.58 -0.99 -0.32  0.1947
H: -2.57 -1.38 1.79  0.1914
H: 1.95 1.82 -0.98  0.1904
H: 3.42 0.04 -1.45  0.1833
H: -0.92 0.62 0.20  0.1938
H: 0.51 0.83 -1.27  0.1997


Model ii:
The following is a DFT calculation (ωB97M-V/def2-TZVPD) of a 2-piece molecular cluster, C4H12 overall.

Results
E_HOMO (spin up / spin down)	1.57 / -7.69	eV
<S²>	0.75
multiplicity	2
net charge	-1
M	60.1	g/mol

Last column: natural (NBO) charge in e.
Cartesian coordinates (Å):
C: -1.63 -1.65 -1.72  -0.7534
C: -1.49 -1.45 -0.20  -0.8096
C: 0.86 1.30 0.96  -0.9236
C: 2.29 1.81 0.93  -0.7660
H: 2.86 1.63 0.02  0.1950
H: -0.47 -1.63 0.13  0.1946
H: -2.69 -1.73 -1.99  0.1818
H: 2.81 1.27 1.74  0.1831
H: 0.28 1.62 0.08  0.1842
H: 0.32 1.65 1.83  0.1839
H: -2.14 -2.14 0.36  0.1788
H: 2.37 2.85 1.23  0.1844
H: -1.10 -2.54 -2.07  0.1833
H: 0.75 0.22 0.92  0.1964
H: -1.17 -0.79 -2.22  0.1944
H: -1.83 -0.44 0.00  0.1928


Model iii:
The following is a DFT calculation (ωB97M-V/def2-TZVPD) of a 2-piece molecular cluster, C4H12 overall.

Results
E_HOMO (spin up / spin down)	1.46 / -7.05	eV
<S²>	0.75
multiplicity	2
net charge	-1
M	60.1	g/mol

Last column: natural (NBO) charge in e.
Cartesian coordinates (Å):
C: -1.12 -1.22 0.10  -0.9335
C: -0.89 -2.72 0.34  -0.6897
C: 0.81 2.64 0.07  -0.7760
C: 1.32 1.31 -0.48  -0.8445
H: 0.23 3.13 -0.95  0.1479
H: 1.48 3.24 0.58  0.1949
H: 2.09 1.37 -1.26  0.1883
H: -0.10 -2.82 1.08  0.1976
H: -0.69 -0.88 -0.92  0.1815
H: -0.15 2.36 0.52  0.2074
H: -0.56 -0.43 0.89  0.1662
H: -0.59 -3.21 -0.52  0.1958
H: -2.15 -1.01 0.06  0.1897
H: -1.82 -3.23 0.77  0.1828
H: 1.69 0.82 0.44  0.1827
H: 0.43 0.65 -0.72  0.2090


So which one wins? Going from most stable to least: model ii, model i, model iii.